--- one ---
DFT (ωB97M-V/def2-TZVPD) results for a cluster of 9 separate species, C34H94N8O10 in total.

Geometry as XYZ:
```
146
Properties=species:S:1:pos:R:3:lowdin_charge:R:1
O -20.89 6.51 17.19 -0.23
O -20.30 0.71 14.67 -0.19
O -14.99 -0.33 13.25 -0.09
O -20.34 1.95 20.75 -0.19
O -14.01 10.13 14.84 -0.23
O -14.94 2.80 21.37 -0.19
O -15.01 2.36 14.73 -0.11
O -11.12 8.38 20.45 -0.24
O -16.53 6.54 13.76 -0.18
O -13.16 4.11 16.12 -0.24
N -10.97 4.08 18.04 0.04
N -18.13 4.83 16.64 0.06
N -16.19 4.18 19.20 0.07
N -16.82 -0.42 15.36 0.04
N -17.05 0.36 20.09 0.06
N -9.20 5.24 20.62 0.03
N -13.55 9.05 17.53 0.04
N -19.29 8.54 19.83 0.02
C -20.73 7.64 18.05 -0.19
C -12.85 9.21 15.22 -0.16
C -15.33 6.28 20.32 -0.06
C -19.05 -0.92 20.75 -0.05
C -10.47 6.21 22.49 -0.07
C -15.33 2.06 22.53 -0.12
C -10.82 4.83 16.82 -0.44
C -19.17 0.56 15.46 -0.22
C -9.94 7.58 20.49 -0.23
C -11.19 8.58 17.15 -0.01
C -15.23 4.76 20.16 -0.47
C -15.95 7.79 13.59 -0.13
C -18.71 4.48 14.11 -0.03
C -12.46 9.43 16.63 -0.41
C -13.92 5.31 16.30 -0.06
C -13.60 11.49 14.52 -0.10
C -14.27 2.01 13.51 -0.20
C -19.56 6.17 19.70 -0.09
C -9.39 4.64 16.30 -0.05
C -20.67 3.19 21.30 -0.11
C -11.81 4.34 15.71 -0.18
C -10.30 6.17 20.99 -0.44
C -17.63 4.95 15.25 -0.36
C -18.56 0.38 20.14 -0.42
C -15.27 4.18 21.53 -0.23
C -22.18 6.43 16.59 -0.10
C -18.62 -1.62 14.30 -0.04
C -15.01 0.94 12.71 -0.31
C -18.11 -0.26 14.64 -0.39
C -19.43 7.42 18.87 -0.41
C -18.98 1.66 20.86 -0.23
C -17.29 6.41 14.95 -0.23
C -21.43 1.21 15.38 -0.07
C -10.81 9.77 20.65 -0.10
H -10.83 8.02 16.31 0.06
H -16.72 4.33 15.11 0.11
H -18.34 3.86 16.78 0.06
H -14.95 4.94 16.53 0.07
H -18.73 1.47 21.92 0.12
H -17.96 -1.98 13.54 0.09
H -13.49 12.14 15.43 0.09
H -16.71 6.75 15.81 0.11
H -18.85 -1.69 20.04 0.06
H -18.97 0.45 19.16 0.11
H -15.52 8.26 14.49 0.07
H -15.85 3.21 19.07 0.07
H -14.59 0.93 11.69 0.12
H -20.67 3.14 22.38 0.08
H -19.70 4.87 14.38 0.06
H -11.61 7.86 17.81 0.03
H -13.28 8.22 15.06 0.10
H -22.89 6.49 17.44 0.09
H -21.64 0.60 16.19 0.06
H -16.80 -0.39 19.46 0.06
H -14.21 2.97 12.91 0.13
H -18.19 7.04 14.95 0.13
H -18.54 -1.02 21.68 0.07
H -18.39 5.00 13.16 0.08
H -18.29 2.50 20.44 0.14
H -13.25 1.66 13.73 0.12
H -16.68 1.24 19.75 0.04
H -10.97 5.87 17.13 0.11
H -9.47 6.38 22.96 0.09
H -10.39 9.15 17.65 0.08
H -20.80 8.56 17.51 0.11
H -11.25 5.93 20.54 0.12
H -14.45 11.90 13.98 0.08
H -19.32 0.06 16.38 0.10
H -14.57 4.74 22.20 0.14
H -15.26 7.69 12.76 0.10
H -11.09 3.07 17.87 0.10
H -18.79 1.60 15.77 0.13
H -16.33 4.27 21.95 0.15
H -22.36 5.40 16.18 0.09
H -14.23 4.64 19.74 0.11
H -9.46 4.60 19.84 0.05
H -19.29 5.33 19.09 0.05
H -15.52 -0.33 14.11 0.05
H -21.69 3.33 20.81 0.12
H -22.26 1.11 14.64 0.11
H -8.95 4.58 21.38 0.07
H -12.75 11.49 13.84 0.08
H -14.36 2.82 15.28 0.04
H -12.35 10.52 16.66 0.12
H -11.81 4.35 18.58 0.08
H -20.16 -0.88 20.90 0.10
H -18.76 3.42 13.90 0.04
H -14.41 9.62 17.55 0.09
H -16.14 4.71 18.33 0.03
H -19.59 -1.46 13.89 0.07
H -16.12 6.60 21.00 0.06
H -19.38 9.38 19.30 0.05
H -10.85 5.28 22.85 0.07
H -18.69 -2.29 15.14 0.08
H -20.55 5.91 20.16 0.09
H -9.21 3.61 16.17 0.06
H -13.54 5.99 17.15 0.11
H -16.69 8.54 13.29 0.09
H -15.60 6.73 19.34 0.08
H -10.52 9.83 21.73 0.09
H -9.94 10.09 19.99 0.10
H -9.58 7.52 19.42 0.13
H -8.78 5.04 17.11 0.08
H -16.45 2.06 22.68 0.08
H -11.97 9.38 14.55 0.13
H -9.20 5.10 15.35 0.08
H -16.84 -1.19 16.00 0.08
H -21.30 2.23 15.72 0.08
H -18.97 5.36 16.80 0.03
H -11.75 4.90 14.78 0.13
H -13.14 9.01 18.46 0.05
H -21.51 7.59 18.78 0.10
H -11.09 7.00 22.87 0.07
H -14.33 6.57 20.82 0.11
H -20.06 8.56 20.51 0.08
H -16.50 0.45 15.83 0.09
H -18.57 7.46 18.16 0.14
H -16.01 1.35 12.61 0.10
H -14.81 2.42 23.41 0.08
H -18.86 6.16 20.56 0.08
H -13.90 5.82 15.34 0.08
H -11.47 3.34 15.46 0.12
H -15.22 0.98 22.46 0.07
H -17.91 0.36 13.82 0.11
H -9.13 7.93 21.15 0.13
H -19.87 3.91 21.12 0.06
H -22.36 7.17 15.78 0.09
H -11.73 10.39 20.51 0.09
```

Output
SMILES: COC[C@H](C)N.COC[C@H](C)N.COC[C@H](C)N.COC[C@H](C)N.COC[C@H](C)N.COC[C@H](C)N.COC[C@H](C)N.COC[C@H](C)N.OCCO
Molar mass: 775.2 Da
Multiplicity: 1



--- two ---
DFT (ωB97M-V/def2-TZVPD) results for a cluster of 9 separate species, C34H94N8O10 in total.

Geometry as XYZ:
```
146
Properties=species:S:1:pos:R:3:lowdin_charge:R:1
O 26.67 -26.43 16.78 -0.21
O 25.16 -22.97 15.69 -0.09
O 29.85 -19.97 17.26 -0.18
O 25.86 -18.29 16.91 -0.19
O 20.70 -25.48 12.37 -0.18
O 22.55 -19.12 20.96 -0.16
O 22.05 -27.07 18.80 -0.17
O 23.86 -22.31 18.16 -0.06
O 27.00 -23.21 23.05 -0.19
O 30.73 -23.83 13.74 -0.19
N 24.06 -24.06 13.17 0.04
N 20.54 -19.18 23.41 0.04
N 29.57 -21.45 19.76 0.07
N 27.17 -24.67 14.25 0.07
N 25.82 -24.94 20.99 0.06
N 26.66 -16.46 20.00 0.04
N 23.00 -26.79 22.37 0.04
N 29.26 -28.96 16.13 0.03
C 28.48 -24.78 13.61 -0.42
C 19.67 -19.04 21.09 -0.06
C 22.71 -26.57 19.93 -0.23
C 21.77 -26.15 17.78 -0.11
C 21.83 -20.21 21.47 -0.23
C 23.58 -19.62 20.15 -0.11
C 28.13 -28.11 15.79 -0.46
C 29.47 -23.94 14.39 -0.20
C 21.75 -24.57 12.55 -0.21
C 23.03 -26.09 14.22 -0.04
C 28.93 -23.43 18.42 -0.05
C 28.42 -24.37 12.14 -0.06
C 29.62 -22.07 18.40 -0.41
C 27.03 -28.81 14.98 -0.04
C 31.62 -23.01 14.46 -0.11
C 29.63 -19.24 16.09 -0.10
C 27.00 -18.82 19.59 -0.05
C 24.38 -23.14 21.76 -0.04
C 27.57 -27.49 17.06 -0.21
C 25.78 -17.32 17.94 -0.22
C 26.20 -17.69 15.68 -0.12
C 20.49 -19.85 22.13 -0.42
C 29.02 -21.12 17.38 -0.19
C 22.38 -27.37 21.17 -0.42
C 24.94 -21.65 16.17 -0.23
C 23.08 -25.14 13.04 -0.43
C 28.20 -22.79 23.65 -0.11
C 20.88 -27.46 21.44 -0.06
C 25.70 -23.45 21.04 -0.39
C 26.93 -17.44 18.95 -0.42
C 25.47 -26.48 17.55 -0.07
C 26.94 -22.85 21.67 -0.22
C 20.75 -26.24 11.19 -0.12
C 24.95 -21.54 17.67 -0.26
H 28.14 -21.72 23.87 0.09
H 24.39 -20.08 20.74 0.08
H 22.44 -20.71 22.23 0.11
H 18.90 -18.35 21.43 0.07
H 29.49 -29.55 15.33 0.07
H 25.52 -27.15 18.41 0.08
H 21.61 -20.94 20.68 0.13
H 30.44 -18.52 15.93 0.09
H 21.86 -24.06 11.58 0.12
H 24.19 -22.08 21.89 0.05
H 21.19 -18.41 23.40 0.07
H 23.54 -23.64 21.28 0.07
H 24.98 -24.44 13.41 0.05
H 27.96 -18.88 20.12 0.08
H 27.84 -23.30 18.43 0.07
H 23.80 -26.51 19.74 0.09
H 22.60 -25.49 20.09 0.12
H 29.40 -24.30 11.67 0.07
H 29.10 -24.09 17.57 0.06
H 22.21 -26.80 14.08 0.08
H 24.82 -17.37 18.47 0.11
H 29.54 -20.46 19.55 0.05
H 23.39 -25.79 12.21 0.13
H 20.67 -25.64 10.27 0.09
H 27.11 -25.29 15.06 0.05
H 20.46 -26.56 21.91 0.08
H 26.93 -21.75 21.65 0.12
H 25.73 -23.16 19.99 0.10
H 19.96 -20.80 22.21 0.13
H 24.74 -23.19 14.84 0.04
H 30.66 -22.26 18.09 0.13
H 21.46 -23.76 13.23 0.13
H 25.93 -21.93 17.99 0.10
H 24.94 -25.21 21.42 0.01
H 28.74 -25.84 13.51 0.13
H 28.72 -18.62 16.12 0.06
H 27.81 -23.15 21.09 0.09
H 20.31 -27.64 20.54 0.07
H 19.91 -26.92 11.25 0.09
H 25.75 -16.30 17.54 0.12
H 26.53 -25.27 21.65 0.07
H 26.72 -29.66 15.60 0.08
H 24.67 -26.78 16.87 0.08
H 22.65 -27.26 23.20 0.07
H 27.17 -28.31 17.66 0.13
H 26.18 -28.14 14.86 0.06
H 26.99 -19.51 18.75 0.05
H 31.28 -21.97 14.36 0.08
H 29.66 -24.35 15.39 0.11
H 21.80 -26.72 16.85 0.07
H 29.06 -21.53 16.36 0.11
H 28.52 -27.30 15.16 0.11
H 24.13 -18.82 19.64 0.06
H 29.25 -24.04 19.26 0.08
H 27.10 -23.75 14.67 0.06
H 28.42 -27.05 17.59 0.13
H 26.49 -18.42 14.93 0.08
H 24.02 -23.11 17.64 0.06
H 24.25 -23.74 12.22 0.09
H 31.67 -23.25 15.53 0.08
H 25.33 -17.14 15.30 0.09
H 27.74 -25.03 11.60 0.07
H 22.91 -25.73 15.24 0.05
H 23.18 -20.28 19.38 0.08
H 27.43 -29.21 14.05 0.07
H 23.97 -26.66 14.19 0.07
H 22.47 -25.32 17.69 0.08
H 27.29 -16.56 20.79 0.07
H 20.70 -19.80 24.19 0.06
H 24.51 -23.52 22.77 0.09
H 25.25 -25.46 17.86 0.08
H 20.33 -18.53 20.39 0.07
H 32.62 -23.19 14.08 0.09
H 24.01 -21.15 15.87 0.13
H 19.08 -19.75 20.50 0.07
H 29.04 -29.68 16.81 0.07
H 29.12 -23.06 23.12 0.09
H 20.75 -25.76 17.80 0.09
H 27.85 -17.26 18.38 0.14
H 27.98 -20.93 17.64 0.10
H 22.74 -28.40 21.04 0.14
H 30.52 -21.66 20.03 0.08
H 24.00 -26.90 22.32 0.06
H 21.70 -26.78 11.05 0.08
H 26.85 -15.54 19.60 0.07
H 25.80 -21.12 15.74 0.11
H 25.02 -20.50 17.98 0.09
H 29.51 -19.89 15.21 0.08
H 27.94 -23.38 12.10 0.08
H 28.21 -23.27 24.64 0.09
H 27.05 -17.00 15.77 0.08
H 29.12 -22.90 14.48 0.12
H 20.76 -28.22 22.22 0.07
H 26.28 -19.11 20.35 0.06
```

Output
SMILES: COC[C@H](C)N.COC[C@H](C)N.COC[C@H](C)N.COC[C@H](C)N.COC[C@H](C)N.COC[C@H](C)N.COC[C@H](C)N.COC[C@H](C)N.OCCO
Molar mass: 775.2 Da
Multiplicity: 1



How do the energies compare? Relative to the most stable structure, in kcal/mol: one 14.0; two 0.0.



--- one ---
DFT (ωB97M-V/def2-TZVPD) results for a structure of composition C2H5Cl3P2.

Geometry as XYZ:
```
12
Properties=species:S:1:pos:R:3:lowdin_charge:R:1
Cl -1.31 1.12 -1.64 0.22
Cl 1.92 1.18 -1.27 0.50
Cl 0.06 -1.55 -2.00 0.61
P 0.52 0.99 1.50 0.71
P -1.45 -0.85 0.65 0.68
C -0.21 -0.50 -0.68 -1.39
C 1.02 0.15 -0.10 -1.11
H 1.33 2.18 1.27 -0.08
H -2.34 -1.68 -0.11 -0.08
H -0.68 1.62 1.14 -0.13
H -0.69 -2.02 1.33 -0.02
H 1.83 -0.64 -0.10 0.07
```

Output
Molar mass: 197.4 Da
Multiplicity: 1



--- two ---
DFT (ωB97M-V/def2-TZVPD) results for an isolated molecule of C2H5Cl3P2.

Geometry as XYZ:
```
12
Properties=species:S:1:pos:R:3:lowdin_charge:R:1
Cl -0.26 -0.04 2.32 0.47
Cl -2.48 -0.21 0.11 0.53
Cl -0.36 -2.52 0.66 0.50
P 1.94 -0.26 0.47 0.79
P -0.41 1.80 -0.13 0.76
C 0.12 -0.73 0.69 -1.52
C -0.77 -0.06 -0.31 -1.15
H 1.87 -0.19 -1.05 -0.03
H 0.32 2.03 -1.29 -0.12
H -0.69 -0.58 -1.29 0.07
H 2.26 -1.50 0.59 -0.17
H -1.53 2.26 -0.78 -0.13
```

Output
SMILES: P[C@H](Cl)C(P)(Cl)Cl
Molar mass: 197.4 Da
Multiplicity: 1



How do the energies compare? Relative to the most stable structure, in kcal/mol: one 14.1; two 0.0.



--- one ---
DFT (ωB97M-V/def2-TZVPD) results for a cluster of 2 separate species, C2H7S2 in total.

Geometry as XYZ:
```
11
Properties=species:S:1:pos:R:3:lowdin_charge:R:1
S -1.46 0.56 -0.82 0.47
S 1.01 -1.35 -2.18 -0.09
C 0.52 0.51 1.15 -0.21
C -0.86 -0.04 0.79 -0.68
H 1.01 -0.77 -3.39 -0.40
H 1.21 0.36 0.32 0.02
H 0.92 0.03 2.04 0.05
H 0.45 1.58 1.35 0.06
H -1.59 0.33 1.50 0.03
H -0.36 -0.08 -1.57 -0.30
H -0.86 -1.13 0.81 0.05
```

Output
Total charge: -1
Molar mass: 95.2 Da
Multiplicity: 1



--- two ---
DFT (ωB97M-V/def2-TZVPD) results for a cluster of 2 separate species, C2H7S2 in total.

Geometry as XYZ:
```
11
Properties=species:S:1:pos:R:3:lowdin_charge:R:1
S 0.43 1.68 2.17 -0.28
S -0.31 -1.51 -1.26 0.69
C -0.13 -0.84 0.29 -0.58
C -0.14 0.03 -2.19 -0.45
H 0.35 -1.53 0.94 0.03
H -1.13 -0.66 0.62 0.02
H -0.80 0.83 -1.79 0.04
H 0.35 3.07 2.22 -0.45
H 0.35 0.08 0.14 -0.09
H 0.89 0.40 -2.08 0.03
H -0.30 -0.14 -3.31 0.04
```

Output
Total charge: -1
Molar mass: 95.2 Da
Multiplicity: 1



How do the energies compare? Relative to the most stable structure, in kcal/mol: one 0.0; two 18.2.



--- one ---
DFT (ωB97M-V/def2-TZVPD) results for a cluster of 2 separate species, CH7N4O in total.

Geometry as XYZ:
```
13
Properties=species:S:1:pos:R:3:lowdin_charge:R:1
O -1.98 -0.41 0.18 -0.06
N 1.20 1.20 0.27 0.14
N 2.47 0.23 -1.12 0.20
N -0.02 1.44 0.19 0.18
N 1.23 -1.20 0.34 0.18
C 1.62 -0.07 -0.22 -0.57
H 0.38 -1.13 1.09 0.20
H -0.34 2.35 0.03 0.14
H -0.70 0.59 -0.14 0.14
H -2.76 0.17 0.47 0.14
H -2.12 -1.33 0.27 0.06
H 2.85 1.24 -1.25 0.14
H 1.56 -2.09 0.02 0.12
```

Output
Total charge: +1
Molar mass: 91.1 Da
Multiplicity: 1



--- two ---
DFT (ωB97M-V/def2-TZVPD) results for the ion CH7N4O with charge +1.

Geometry as XYZ:
```
13
Properties=species:S:1:pos:R:3:lowdin_charge:R:1
O -1.05 -1.23 0.24 0.16
N 1.45 0.08 0.57 -0.20
N -2.11 0.81 -0.18 0.23
N 2.08 -0.42 -0.65 0.08
N 0.41 0.97 0.48 0.03
C -1.11 0.05 0.11 -0.30
H 1.45 -1.03 -1.16 0.08
H -1.95 1.81 -0.21 0.15
H 2.34 0.35 -1.25 0.10
H -3.06 0.47 -0.32 0.15
H 2.20 0.61 1.05 0.19
H -1.90 -1.70 0.18 0.16
H 1.26 -0.77 1.14 0.18
```

Output
Total charge: +1
SMILES: N[NH2+]/N=C(/N)O
Molar mass: 91.1 Da
Multiplicity: 1



How do the energies compare? Relative to the most stable structure, in kcal/mol: one 0.0; two 19.4.